The following is a DFT calculation (ωB97M-V with the def2-TZVPD basis set) of a gas-phase ion, C3H7N2S (charge +1).

Geometry as XYZ:
```
13
Properties=species:S:1:pos:R:3
H -2.304 1.441 -0.720
S -0.589 -0.171 -1.495
C -0.846 0.783 0.978
N 0.370 0.107 1.034
C 1.947 -0.910 -0.674
H -0.512 1.892 1.131
C -1.723 0.497 -0.229
H 2.026 -1.971 -1.030
H -1.437 0.426 1.757
N 0.688 -0.418 -0.566
H 2.383 -0.751 0.355
H 2.597 -0.306 -1.398
H -2.407 -0.326 -0.020
```

Calculated values
**SMILES**: C[N+]1=NCCS1
**Frontier orbital gap (alpha / beta)**: 0.31833 / 0.30599 Eh
**Charge**: +1
**E_LUMO (alpha / beta)**: -0.2352 / -0.2097 Ha
**Energy relative to the best compared isomer or geometry (same formula, charge and spin)**: 5.492 eV